(1)
11
Properties=species:S:1:pos:R:3:forces:R:3 method="wB97M-V/def2-TZVPD" e_above_lowest_kj_mol=108.1 smiles=N#C[C@H]1[C@@H](S)[C@@]1(F)Cl homo_lumo_gap_ev=10.4
N -1.4212 2.4209 -0.1774 -0.3103 0.2709 -0.2131
C -0.8552 1.6381 0.4366 0.6798 -0.4388 0.5682
C -0.0980 0.6266 1.1544 -0.4222 0.2509 -1.1117
C -0.3960 -0.8253 0.7543 1.3211 -1.2110 1.4940
S -1.6412 -1.3722 -0.3457 -0.4865 -0.2264 -0.1761
C 0.8874 -0.2119 0.3415 -0.0062 1.0191 0.3596
F 1.9965 -0.5030 1.0556 0.1328 -0.5354 0.3363
Cl 1.3391 0.1815 -1.2685 -0.2793 0.0144 -0.3857
H 0.2152 0.8793 2.1560 -0.1203 -0.1354 0.1121
H -0.1966 -1.5684 1.5805 -0.5189 0.8771 -0.9102
H -1.7740 -0.2258 -1.0206 0.0101 0.1145 -0.0734

***

(2)
15
Properties=species:S:1:pos:R:3:forces:R:3 method="wB97M-V/def2-TZVPD" e_above_lowest_kj_mol=70.4 smiles="CN[C@H](C)C(=O)[O-]" homo_lumo_gap_ev=7.8 total_charge=-1
C 1.5793 0.8375 -1.3786 -0.5403 0.0684 1.1080
N 1.0654 -0.4067 -0.8363 0.1344 -1.1764 0.0579
C 0.3792 -0.2802 0.4430 -0.3898 1.5667 0.3396
C 0.3509 -1.5059 1.3262 0.5102 -0.5349 -0.7634
C -1.0298 0.3581 0.2458 -0.3132 0.4549 -0.5586
O -1.9044 -0.3259 -0.3347 0.1784 -0.3788 0.0968
O -1.1159 1.5645 0.5879 0.0068 -0.1425 0.2175
H 1.7227 0.6715 -2.4339 0.4703 0.3510 -0.3477
H 0.9159 1.6854 -1.1876 -0.4346 0.0605 -0.4061
H 2.4744 1.1300 -0.8164 0.3651 -0.2855 -0.4861
H 0.4321 -0.8497 -1.4919 -0.0978 0.1315 -0.0040
H 0.8822 0.5526 0.9495 0.3214 -0.4104 0.2723
H -0.2899 -2.2961 0.9236 -0.2303 0.2456 -0.0344
H -0.0025 -1.2255 2.3148 0.0448 -0.0997 0.1460
H 1.3557 -1.9481 1.3513 -0.0254 0.1497 0.3621